{"formula": "C36H45N7PS5W", "method": "the ωB97M-V functional and the def2-TZVPD basis", "species": ["W", "S", "C", "C", "C", "C", "C", "C", "S", "C", "C", "C", "C", "C", "C", "C", "S", "C", "C", "C", "C", "C", "C", "S", "N", "H", "H", "H", "H", "H", "H", "H", "H", "H", "H", "H", "H", "H", "H", "H", "C", "N", "C", "N", "C", "N", "C", "P", "C", "C", "H", "H", "H", "H", "H", "H", "H", "H", "H", "H", "H", "H", "H", "C", "C", "C", "C", "C", "C", "C", "C", "N", "H", "H", "H", "H", "H", "H", "H", "H", "H", "C", "N", "C", "S", "N", "C", "H", "H", "H", "H", "H", "H", "H", "H"], "xyz": [[0.025606, -0.021951, -0.081263], [1.991104, -0.449655, 1.342518], [3.643053, -1.082157, 1.112078], [4.654805, -0.262125, 1.617182], [5.968094, -0.696385, 1.687591], [6.304970, -1.967990, 1.246798], [5.320444, -2.785175, 0.717151], [4.000485, -2.353546, 0.647377], [2.787171, -3.428127, -0.079827], [2.406743, -2.311441, -1.466033], [1.054220, -2.568541, -2.033891], [0.985718, -3.449190, -3.102413], [-0.231078, -3.750879, -3.678709], [-1.357747, -3.170248, -3.136250], [-1.236192, -2.309904, -2.056029], [-2.474012, -1.750385, -1.443712], [-2.308149, -0.019996, -0.993971], [-2.498628, 0.585523, 2.157228], [-3.859319, 0.756521, 2.437184], [-4.405141, 1.993912, 2.761609], [-3.611587, 3.126798, 2.848607], [-2.265867, 3.010490, 2.552317], [-1.760484, 1.767949, 2.182978], [-0.061601, 1.700300, 1.698424], [-0.048012, -1.975239, -1.508140], [4.391415, 0.723351, 1.981103], [6.726748, -0.038634, 2.091938], [7.327279, -2.317718, 1.300197], [5.566759, -3.769514, 0.338952], [3.159041, -2.440033, -2.242619], [2.481972, -1.310586, -1.069923], [1.904621, -3.878457, -3.476901], [-0.297267, -4.420192, -4.526034], [-2.342635, -3.372191, -3.534344], [-2.696526, -2.346960, -0.557009], [-3.316450, -1.876563, -2.121713], [-4.560297, -0.065138, 2.390657], [-5.467911, 2.067324, 2.957892], [-4.036721, 4.082199, 3.126167], [-1.611526, 3.875278, 2.583021], [-1.919010, -4.355758, 2.786374], [-0.475518, -3.939569, 2.654126], [-0.013340, -3.337073, 3.971939], [-0.856340, -2.260991, 4.358068], [-2.246529, -2.690724, 4.424375], [-2.711847, -3.239640, 3.155500], [-2.907754, -2.215485, 2.120231], [-1.403478, -1.121440, 1.854970], [-0.383722, -2.894015, 1.583556], [-0.688343, -1.033916, 3.576048], [-1.972701, -5.132157, 3.552876], [-2.227716, -4.761077, 1.823704], [0.105147, -4.755399, 2.443522], [1.010203, -2.996827, 3.821911], [-0.045226, -4.138261, 4.713399], [-2.869374, -1.840651, 4.700576], [-2.343644, -3.462195, 5.192130], [-3.755805, -1.629795, 2.441452], [-3.198193, -2.714690, 1.196867], [0.670824, -2.675166, 1.458473], [-0.741574, -3.364310, 0.662469], [-1.164446, -0.221841, 4.124979], [0.375570, -0.808239, 3.480227], [-2.145720, 3.466102, -1.105350], [-0.708259, 3.879959, -1.230156], [-0.364727, 5.021430, -1.948133], [0.946584, 5.461874, -1.998849], [1.928611, 4.782957, -1.298055], [1.635456, 3.632670, -0.570803], [2.709868, 2.964841, 0.231905], [0.312154, 3.160327, -0.589534], [-0.044727, 1.923319, 0.032143], [-2.797535, 4.225395, -1.538133], [-2.425512, 3.333727, -0.061726], [-2.349019, 2.514458, -1.594470], [-1.146974, 5.586111, -2.443718], [1.199270, 6.356579, -2.554428], [2.947038, 5.153697, -1.299445], [3.693399, 3.310899, -0.084126], [2.672419, 1.881757, 0.141367], [2.595709, 3.205886, 1.292575], [1.084387, 3.107554, -5.194521], [1.345405, 2.445961, -3.922861], [0.589034, 1.578845, -3.245705], [1.442969, 0.637731, -2.071066], [-0.701022, 1.413653, -3.471187], [-1.595572, 2.312952, -4.188898], [2.042756, 3.305546, -5.667946], [0.559179, 4.053683, -5.068697], [0.518926, 2.455792, -5.855271], [2.261263, 2.574891, -3.524376], [-1.158469, 0.722836, -2.876359], [-1.331540, 3.351132, -3.992670], [-2.600204, 2.142222, -3.808803], [-1.605469, 2.123680, -5.260654]], "forces_ev_per_a": [[0.7, 0.5, 0.1], [-0.4, -0.4, 0.1], [0.1, 0.2, -0.1], [0.0, 0.0, 0.0], [0.0, 0.0, 0.0], [0.0, 0.0, 0.0], [0.0, -0.1, 0.0], [-0.1, 0.0, 0.0], [0.1, 0.1, 0.0], [0.0, 0.0, 0.0], [-0.1, 0.0, 0.1], [0.0, 0.0, 0.0], [0.0, 0.0, 0.0], [0.0, -0.1, 0.0], [0.0, 0.1, 0.0], [0.0, -0.1, 0.0], [-0.2, 0.1, -0.2], [0.1, 0.0, 0.0], [0.0, 0.0, 0.0], [0.0, 0.0, 0.0], [0.0, 0.1, 0.0], [0.0, 0.0, 0.0], [-0.1, 0.0, -0.1], [-0.2, -0.1, 0.2], [0.1, -0.1, 0.0], [0.0, 0.0, 0.0], [0.0, 0.0, 0.0], [0.0, 0.0, 0.0], [0.0, 0.0, 0.0], [0.0, 0.0, 0.0], [0.0, 0.0, 0.0], [0.0, 0.0, 0.0], [0.0, 0.0, 0.0], [0.0, 0.0, 0.0], [0.0, 0.0, 0.0], [0.0, 0.0, 0.0], [0.0, 0.0, 0.0], [0.0, 0.0, 0.0], [0.0, 0.0, 0.0], [0.0, 0.0, 0.0], [0.0, 0.0, 0.0], [0.0, 0.0, 0.0], [0.0, 0.0, 0.0], [0.0, 0.0, 0.0], [0.0, 0.0, 0.0], [-0.1, 0.1, 0.0], [0.0, 0.0, 0.0], [0.0, -0.1, -0.1], [0.0, 0.0, 0.0], [0.0, 0.0, 0.0], [0.0, 0.0, 0.0], [0.0, 0.0, 0.0], [0.0, 0.0, 0.0], [0.0, 0.0, 0.0], [0.0, 0.0, 0.0], [0.0, 0.0, 0.0], [0.0, 0.0, 0.0], [-0.1, 0.0, 0.0], [0.0, 0.0, 0.0], [0.1, 0.0, 0.0], [0.0, 0.0, 0.0], [0.0, 0.0, 0.0], [0.0, 0.0, 0.0], [0.0, 0.0, 0.0], [0.1, -0.1, 0.1], [0.0, 0.0, 0.0], [0.0, 0.1, 0.0], [0.0, 0.0, 0.0], [-0.2, 0.0, 0.0], [0.0, 0.0, 0.0], [0.1, 0.2, -0.1], [0.1, 0.1, 0.1], [0.0, 0.0, 0.0], [0.0, 0.0, 0.0], [0.0, 0.0, 0.0], [0.0, 0.0, 0.0], [0.0, 0.0, 0.0], [0.0, 0.0, 0.0], [0.0, 0.0, 0.0], [0.0, 0.0, 0.0], [0.0, 0.0, 0.0], [0.0, 0.0, 0.0], [-0.1, 0.1, 0.0], [0.2, 0.2, 0.0], [-0.2, -0.3, -0.2], [-0.1, -0.1, -0.1], [-0.1, 0.0, 0.0], [0.0, 0.0, 0.0], [0.0, 0.0, 0.0], [0.0, 0.0, 0.0], [0.0, 0.0, 0.0], [0.0, 0.0, 0.1], [0.0, 0.0, 0.0], [0.0, 0.0, 0.0], [0.0, 0.0, 0.0]], "lowdin_charge": [0.74, 0.58, -0.60, -0.12, -0.08, -0.08, -0.11, -0.55, 0.94, -0.46, -0.35, -0.01, -0.02, -0.01, -0.34, -0.53, 0.59, -0.33, -0.09, -0.07, -0.08, -0.11, -0.53, 0.91, 0.01, 0.10, 0.11, 0.11, 0.10, 0.10, -0.05, 0.12, 0.12, 0.12, 0.04, 0.08, 0.09, 0.11, 0.11, 0.11, -0.13, -0.09, -0.11, -0.14, -0.15, -0.14, -0.25, 0.81, -0.28, -0.28, 0.14, 0.14, 0.18, 0.15, 0.14, 0.14, 0.14, 0.06, 0.08, -0.03, 0.07, 0.10, 0.05, -0.04, -0.21, -0.06, -0.08, -0.05, -0.23, -0.07, -0.28, -0.52, 0.09, 0.07, 0.00, 0.11, 0.11, 0.11, 0.09, 0.00, 0.09, -0.05, -0.01, -0.71, 0.77, -0.01, -0.06, 0.09, 0.08, 0.09, 0.11, 0.01, 0.08, 0.09, 0.09], "homo_ev": [-8.95, -8.99], "total_energy_ev": -113778.7451, "e_lumo_ev": [-2.3, -2.3], "total_charge": 1, "spin_multiplicity": 1, "gap_ev": [6.66, 6.65]}